[1]
15
Properties=species:S:1:pos:R:3:mulliken_charge:R:1 method="wB97M-V/def2-TZVPD" smiles=Cc1n[n+](C)c[nH]1 homo_energy_ha=-0.5240 e_lumo_ev=-3.22 mol_weight_g_mol=98.13 total_charge=+1 e_tot_ev=-8740.1309 e_above_lowest_kj_mol=255.77 gap_ev=11.0
C 0.69 -1.22 0.25 -0.047
H 2.30 1.62 0.49 0.277
H 1.29 -2.07 0.49 0.399
H 2.61 0.77 -1.07 0.309
H -2.47 1.13 -1.20 0.293
N 0.14 0.87 -0.11 -0.781
N 1.06 0.02 0.11 0.647
H 3.05 -0.11 0.45 0.330
H -1.33 -2.01 -0.02 0.238
C 2.43 0.61 0.05 -0.677
H -3.22 0.18 0.28 0.383
H -2.31 1.60 0.36 0.323
C -1.11 0.04 -0.12 0.370
N -0.68 -1.22 0.04 -0.043
C -2.40 0.65 -0.21 -1.024

---

[2]
15
Properties=species:S:1:pos:R:3:mulliken_charge:R:1 method="wB97M-V/def2-TZVPD" smiles=NC[n+]1cc[nH]c1 homo_energy_ha=-0.5068 e_lumo_ev=-3.55 mol_weight_g_mol=98.13 total_charge=+1 e_tot_ev=-8739.5043 e_above_lowest_kj_mol=316.23 gap_ev=10.2
H -2.63 -1.54 -0.10 0.242
N 2.23 -0.19 0.78 -0.586
H 3.17 -0.02 0.34 0.257
H 1.50 0.02 -1.54 0.363
H 1.46 1.48 -0.58 0.344
C -0.70 -0.88 -0.54 -0.117
H -2.91 0.47 1.17 0.354
C 1.28 0.49 -0.62 -0.474
H 2.26 -1.20 1.04 0.245
H -0.44 1.99 0.71 0.415
N -0.06 0.25 -0.32 0.082
C -0.86 1.10 0.33 -0.045
C -2.11 0.45 0.45 -0.497
N -1.93 -0.79 -0.09 -0.042
H -0.26 -1.64 -1.03 0.459

---

[3]
15
Properties=species:S:1:pos:R:3:mulliken_charge:R:1 method="wB97M-V/def2-TZVPD" homo_energy_ha="-0.5279 / -0.5054" e_lumo_ev="-6.12 / -7.05" mol_weight_g_mol=98.13 total_charge=+1 e_tot_ev=-8734.2091 e_above_lowest_kj_mol=827.13 gap_ev="8.2 / 6.7"
H 1.02 2.01 3.44 0.243
H -0.35 -0.15 -2.57 0.246
N 0.20 -0.79 0.16 -0.182
N 0.32 1.37 0.53 -0.559
C 0.98 -0.95 -1.05 -0.164
H 1.53 -1.95 -0.86 0.308
C -0.25 -0.95 -1.90 -0.527
H -1.48 -1.64 -0.47 0.340
H 1.69 -0.14 -1.33 0.252
C -0.02 1.95 2.82 -0.144
H -1.57 0.09 -0.61 0.363
H -0.34 -1.91 -2.55 0.276
N 0.21 1.67 1.62 0.548
C -0.98 -0.74 -0.67 -0.323
H -0.94 2.12 3.44 0.323

---

[4]
16
Properties=species:S:1:pos:R:3:mulliken_charge:R:1 method="wB97M-V/def2-TZVPD" homo_energy_ha=-0.5407 e_lumo_ev=-5.40 mol_weight_g_mol=114.13 total_charge=+1 e_tot_ev=-10785.1304 e_above_lowest_kj_mol=498.88 gap_ev=9.3
H -2.81 -0.12 0.64 0.294
N 4.18 -1.52 0.16 -0.297
C -0.65 -0.46 0.37 -0.129
H 4.82 -2.08 -0.35 0.311
O 2.21 -0.26 -0.09 -0.488
N -0.99 1.86 -0.08 0.829
C -0.22 0.95 0.11 -0.060
H -2.14 -0.46 -1.01 0.449
H 0.89 1.13 0.24 0.469
N -1.73 2.77 -0.13 -0.761
H 0.07 -1.08 -0.13 0.308
C 3.25 -0.86 -0.15 0.410
H -2.28 -1.76 -0.12 0.406
C -2.08 -0.74 -0.05 -1.387
H -2.20 3.21 -0.95 0.340
H -0.33 -0.58 1.53 0.307

---

[5]
18
Properties=species:S:1:pos:R:3:mulliken_charge:R:1 method="wB97M-V/def2-TZVPD" smiles="CC1=[N+](O[N+](=O)[O-])NCC1" homo_energy_ha=-0.4968 e_lumo_ev=-5.03 mol_weight_g_mol=146.13 total_charge=+1 e_tot_ev=-14875.9687 e_above_lowest_kj_mol=468.05 gap_ev=8.5
H 1.75 1.45 -0.71 0.271
O -0.54 3.55 1.59 -0.389
C 1.82 -0.59 -0.55 -0.537
H 0.34 -1.86 -1.66 0.317
H -2.13 -1.61 0.58 0.318
H 2.47 -0.76 -1.45 0.337
C -0.60 -0.57 -0.23 0.438
N -0.08 0.62 -0.10 0.734
N 1.27 0.71 -0.21 -0.390
C 0.42 -1.48 -0.62 -0.521
C -2.03 -0.80 -0.21 -1.019
H 2.32 -0.96 0.44 0.250
N -0.20 2.45 1.65 1.178
H -2.61 0.17 0.10 0.302
O -0.66 1.76 0.16 -0.574
H 0.50 -2.44 0.11 0.315
O 0.30 1.62 2.31 -0.358
H -2.35 -1.27 -1.18 0.327

---

[6]
19
Properties=species:S:1:pos:R:3:mulliken_charge:R:1 method="wB97M-V/def2-TZVPD" smiles="C[n+]1cccn1S(=O)(=O)NO" homo_energy_ha=-0.5391 e_lumo_ev=-4.38 mol_weight_g_mol=178.19 total_charge=+1 e_tot_ev=-25714.4101 e_above_lowest_kj_mol=364.96 gap_ev=10.3
N -0.41 -0.94 0.13 -0.269
H 0.20 -2.86 0.70 0.525
C 1.31 -1.89 -0.87 -0.841
C -0.61 1.14 -1.07 -0.873
H 0.14 1.85 -1.40 0.320
N -0.68 0.15 2.80 -0.129
H 2.10 -2.56 -1.10 0.398
O -2.71 0.15 1.11 -0.439
C 1.09 -0.61 -1.45 0.085
S -1.68 -0.61 1.68 1.161
N 0.05 -0.10 -0.76 0.304
O -1.83 -1.93 2.12 -0.501
C 0.35 -2.08 0.05 -0.162
H -1.54 0.89 -1.63 0.347
O -0.30 1.39 2.11 -0.355
H -0.67 2.01 2.68 0.358
H 0.05 -0.31 3.33 0.299
H -1.13 1.68 -0.26 0.339
H 1.66 0.01 -1.97 0.433

---

[7]
19
Properties=species:S:1:pos:R:3:mulliken_charge:R:1 method="wB97M-V/def2-TZVPD" homo_energy_ha=-0.1827 e_lumo_ev=3.73 mol_weight_g_mol=162.13 total_charge=-1 e_tot_ev=-16935.5367 e_above_lowest_kj_mol=91.45 gap_ev=8.7
O -0.60 1.19 -2.41 -0.765
H 0.04 -1.40 -1.35 0.327
O 1.04 3.16 -1.67 -0.443
C -1.92 -0.56 0.74 0.416
C 0.94 -2.17 0.62 -1.297
H 0.19 -2.91 0.92 0.303
N 0.01 0.75 1.44 -0.412
N -0.23 1.33 -1.22 0.438
N 0.52 2.18 -0.71 -0.395
H -0.74 1.18 1.96 0.263
C 0.44 -1.03 -0.34 -0.511
O -2.43 0.22 1.57 -0.769
H 0.77 1.32 1.13 0.405
H 1.32 -0.42 -0.47 0.391
O -2.39 -1.39 -0.03 -0.683
H 1.32 -1.71 1.52 0.358
C -0.49 -0.08 0.49 0.610
H 0.41 2.95 -2.35 0.348
H 1.79 -2.60 0.14 0.414

---

[8]
20
Properties=species:S:1:pos:R:3:mulliken_charge:R:1 method="wB97M-V/def2-TZVPD" homo_energy_ha=-0.5236 e_lumo_ev=-5.27 mol_weight_g_mol=178.12 total_charge=+1 e_tot_ev=-18972.6423 e_above_lowest_kj_mol=0.00 gap_ev=9.0
N 1.08 -2.06 -0.05 -0.474
O 1.03 -2.60 -2.27 -0.409
O -1.02 -3.68 -0.03 -0.450
C -1.24 -2.51 -0.07 0.671
O -0.30 -1.45 -0.22 -0.148
H 2.54 -3.10 -0.93 0.384
H 0.32 3.14 0.94 0.376
H -3.18 -2.53 -0.08 0.370
C 1.53 -2.65 -1.08 0.167
N -1.87 0.45 -0.99 0.770
O -2.45 -1.91 -0.05 -0.457
O -2.13 0.34 -2.09 -0.401
H 1.16 -3.44 -2.76 0.377
C -0.52 2.83 0.42 -1.167
H -0.33 2.78 -0.67 0.371
H -0.85 1.32 1.96 0.302
N -1.65 0.61 0.09 0.190
H -1.37 3.41 0.61 0.362
H 0.27 0.89 0.52 0.260
C -0.68 1.38 0.82 -0.095